Below is a 2-piece molecular cluster, ClH2NO2P overall, with properties calculated with the ωB97M-V functional and the def2-TZVPD basis.

```
7
Properties=species:S:1:pos:R:3:lowdin_charge:R:1
N -0.93941 -0.53408 -0.22929 -0.184
O 0.80511 -0.47052 1.86100 -0.483
O 0.27332 2.43633 -0.42078 -0.707
P 0.63168 -0.04432 0.47490 0.207
Cl 1.68105 -1.10539 -0.82235 0.236
H -1.63379 -0.18668 0.27648 -0.060
H -0.81798 -0.09534 -1.13996 -0.008
```

As for the HOMO-LUMO gap (alpha / beta): 0.26261 / 0.26507 Eh. As for the multiplicity: 1. The calculation puts the HOMO energy (alpha / beta) at -4.0 / -3.5 eV. As for the net charge: -1.



Below is a 2-piece molecular cluster, ClH2NS overall, with properties calculated with the ωB97M-V functional and the def2-TZVPD basis.

```
5
Properties=species:S:1:pos:R:3:lowdin_charge:R:1
N -0.26014 0.55296 0.13628 -0.037
S -4.44868 -0.45989 0.01200 0.022
Cl -2.72358 0.58812 0.01598 0.086
H 0.07554 0.21293 -0.76055 -0.036
H -0.20181 -0.25461 0.76739 -0.035
```

As for the HOMO-LUMO gap (alpha / beta): 0.18988 / 0.19041 Eh. As for the multiplicity: 1. The calculation puts the HOMO energy (alpha / beta) at -8.7 / -8.7 eV.



Below is one molecule with the formula ClH2O2PS, with properties calculated with the ωB97M-V functional and the def2-TZVPD basis.

```
7
Properties=species:S:1:pos:R:3:lowdin_charge:R:1
O 0.25896 -0.26704 -1.31798 -0.349
O 1.30051 -1.17642 0.67910 -0.358
P -0.20491 -0.79782 0.19941 0.738
S -0.48923 1.45743 1.44116 -0.079
Cl -2.37455 1.60882 0.83162 -0.093
H -0.39172 -0.29018 -2.03385 0.058
H 1.90094 -0.53480 0.20054 0.082
```

As for the HOMO-LUMO gap: 0.30859 Eh. As for the multiplicity: 1. The calculation puts the HOMO energy at -8.6 eV.



Below is ClH3N2OS as an isolated structure, with properties calculated with the ωB97M-V functional and the def2-TZVPD basis.

```
8
Properties=species:S:1:pos:R:3:lowdin_charge:R:1
N -0.31761 2.27718 -0.27879 -0.616
N 0.70502 -1.27747 -0.41945 -0.226
O 0.65318 -1.05246 2.08077 -0.537
S 0.18830 -0.19213 0.99151 0.762
Cl -1.57606 1.56380 0.11668 0.551
H -0.10898 2.01318 -1.32701 0.035
H 0.21359 -2.00910 0.17615 0.005
H 0.24257 -1.32302 -1.33985 0.027
```

As for the HOMO-LUMO gap (alpha / beta): 0.32327 / 0.28107 Eh. As for the multiplicity: 1. The calculation puts the HOMO energy (alpha / beta) at -9.7 / -8.8 eV.



Below is one molecule with the formula ClH3N2S2, with properties calculated with the ωB97M-V functional and the def2-TZVPD basis.

```
8
Properties=species:S:1:pos:R:3:lowdin_charge:R:1
N 1.03655 0.00975 -0.71998 -0.482
N -0.10530 0.02141 -0.21289 -0.908
S -0.73506 -1.63800 0.54343 0.601
S -0.70344 1.36511 0.70401 0.768
Cl 2.60239 0.20826 0.40173 0.298
H 1.17501 -0.71759 -1.48760 0.123
H -1.92848 -1.15483 0.96734 -0.184
H -1.34167 1.90589 -0.19604 -0.216
```

As for the HOMO-LUMO gap: 0.30949 Eh. As for the multiplicity: 1. The calculation puts the HOMO energy at -8.8 eV.



Below is a 2-piece molecular cluster, ClH3NO2P overall, with properties calculated with the ωB97M-V functional and the def2-TZVPD basis.

```
8
Properties=species:S:1:pos:R:3:lowdin_charge:R:1
N 0.27137 0.79717 0.49099 -0.103
O 1.05293 1.32516 -2.01552 -0.262
O -0.45215 -0.76271 -1.37205 -0.310
P 0.32213 0.45607 -1.10795 0.489
Cl -0.93743 -2.24369 1.51019 0.182
H 0.80814 1.50902 1.10129 0.128
H -0.59171 0.42447 1.01454 0.065
H -0.47326 -1.50550 0.37850 -0.188
```

As for the HOMO-LUMO gap: 0.40728 Eh. As for the multiplicity: 1. The calculation puts the HOMO energy at -11.4 eV.



Below is one molecule with the formula ClH3NO2P, with properties calculated with the ωB97M-V functional and the def2-TZVPD basis.

```
8
Properties=species:S:1:pos:R:3:lowdin_charge:R:1
N -0.79389 -1.28783 -0.50651 -0.039
O -0.14958 1.24872 -0.77163 -0.171
O -0.35947 0.20119 1.45035 -0.180
P -0.08717 -0.05004 -0.03899 0.171
Cl 2.42818 0.01577 0.11825 0.086
H -0.88730 -1.34529 -1.44589 -0.030
H 0.62935 1.81791 -0.61919 0.073
H -0.78012 -0.60043 1.81362 0.089
```

As for the HOMO-LUMO gap (alpha / beta): 0.24089 / 0.22203 Eh. As for the expectation value of S²: 2.01. As for the multiplicity: 3. The calculation puts the HOMO energy (alpha / beta) at -5.9 / -10.4 eV.



Below is ClH3OSi as an isolated structure, with properties calculated with the ωB97M-V functional and the def2-TZVPD basis.

```
6
Properties=species:S:1:pos:R:3:lowdin_charge:R:1
O -1.26129 0.93595 0.23376 -0.456
Si 0.41140 -0.60445 0.26170 0.342
Cl 0.63567 -0.99483 -1.66594 0.288
H -1.02196 1.63142 -0.44668 -0.031
H -0.29020 -1.32079 1.29287 -0.066
H 1.52638 0.35270 0.32429 -0.075
```

As for the HOMO-LUMO gap: 0.34958 Eh. As for the multiplicity: 1. The calculation puts the HOMO energy at -9.7 eV.



So what do the calculations give for energy relative to the best compared isomer or geometry (same formula, charge and spin)? Going down the list: 145.6 90.1 48.3 90.3 22.5 10.4 0.0 68.3 kcal per mole.
So what do the calculations give for E_tot? Going down the list: -1007.944746 -914.151667 -1351.435408 -1044.733060 -1367.727627 -1008.636541 -1008.454896 -826.696190 Ha.